Record 1
The following is a DFT calculation (the ωB97M-V functional and the def2-TZVPD basis) of a molecular structure, C36H42LiNO in a non-equilibrium geometry.

```
! RIJCOSX wB97M-V def2-TZVPD def2/J DEFGRID3
* xyz 0 1
H 5.076 -1.708 4.334
H 6.727 -1.014 1.089
H 3.610 2.793 4.639
H -0.163 3.069 2.583
H 2.409 4.054 5.034
C 0.504 -1.887 -0.891
C -1.755 -5.054 -2.355
C 5.732 -0.556 1.149
C 3.487 -0.677 2.352
C 4.905 -1.285 2.215
H 4.246 -3.325 2.567
C -0.362 -5.100 -2.292
C 2.542 3.011 4.721
H -2.294 -5.796 -2.948
H 2.509 -4.324 -1.999
H -6.185 1.208 0.772
C -0.428 -2.929 -1.152
O 4.369 1.478 2.811
H -2.367 -2.088 -0.709
C -2.490 -4.068 -1.672
H 2.409 -2.454 1.829
C -6.388 -0.437 3.097
C 3.353 0.749 2.708
C -1.834 -2.972 -1.097
H -3.584 1.658 -0.150
H -0.095 2.609 4.318
C 1.025 -0.872 2.273
C 0.323 -4.050 -1.673
H -4.260 -2.727 4.520
C -3.740 -1.476 2.864
C -3.413 1.823 0.929
H -5.201 -3.030 3.075
C -3.077 0.531 1.599
H -6.678 -1.911 4.613
H -2.247 -3.040 2.949
C 2.496 3.732 2.339
H -4.371 2.975 2.476
H -6.567 1.949 2.341
C 0.388 3.192 3.524
H 2.360 4.771 2.664
H -0.066 0.892 2.936
C 1.702 -3.677 -1.683
C -5.853 -1.323 4.205
N -5.321 0.310 2.464
H 5.839 0.499 1.414
H 2.019 3.604 1.361
C 0.923 0.483 2.747
C -1.791 0.038 1.513
H -7.107 0.295 3.485
H -5.463 -0.690 5.011
C -0.082 -1.683 1.949
H -6.918 -1.052 2.347
C -4.063 -0.203 2.327
C 2.349 -1.409 2.146
C -2.497 -2.043 2.549
C -4.743 -2.226 3.673
H 5.837 -3.183 1.788
Li -2.910 -3.367 0.851
H -1.033 0.649 1.015
H 0.201 -0.884 -0.624
C -5.760 1.495 1.751
H 4.370 -2.879 0.831
H 2.708 -1.721 -1.252
H 0.201 -5.898 -2.779
C 2.004 1.304 2.935
H 3.565 3.519 2.253
H -2.559 2.510 0.998
C -1.435 -1.235 2.008
C -4.643 2.500 1.526
H -3.583 -4.128 -1.664
H 5.760 -0.137 3.840
C 5.642 -1.185 3.555
C 1.856 2.793 3.369
H 5.250 -0.636 0.167
H 0.327 4.250 3.805
H 0.097 -2.752 1.824
H 2.094 2.357 5.477
C 1.808 -2.332 -1.257
C 4.825 -2.761 1.824
H 6.632 -1.647 3.466
H -5.005 3.280 0.850
*
```

Computed properties:
Frontier orbital gap in eV: 4.73
E in eV: -41755.2902

Record 2
The following is a DFT calculation (the ωB97M-V functional and the def2-TZVPD basis) of a molecular structure, C36H43AsBN6Pd in a non-equilibrium geometry.

```
! RIJCOSX wB97M-V def2-TZVPD def2/J DEFGRID3
* xyz 1 3
H -1.968 1.429 0.020
C 1.105 3.917 -1.316
C -4.211 -1.571 -1.421
C 0.291 -2.633 -1.811
C -3.365 -2.073 0.787
H 2.043 1.114 5.088
H -1.199 -3.195 -3.240
H 2.177 3.723 -1.285
C 2.262 1.861 4.329
C 3.486 1.574 -2.812
N -1.243 -1.231 1.678
C 2.141 -3.468 -3.697
C 0.564 3.035 2.788
C -0.553 -2.483 4.997
C -1.118 -2.144 3.668
N 1.228 -1.429 0.577
H -1.232 -3.136 5.534
H -0.394 -1.581 5.586
H 0.448 -3.915 -4.930
H -0.443 -2.345 -1.050
H 2.346 2.839 4.795
H -1.035 5.169 1.928
H 0.787 3.180 -3.325
C -0.140 -3.123 -3.032
C 1.657 -2.569 -1.515
As 0.618 1.068 -1.948
H 0.402 -2.993 4.886
H 2.793 -0.205 -1.814
C 3.833 -1.891 3.023
C -2.305 -2.559 3.097
H 4.085 -2.952 0.258
H 4.685 -2.541 2.847
H -0.187 -0.679 -3.609
N 0.718 0.836 2.636
H 4.195 -0.893 3.266
H 3.633 -2.930 -2.264
H 0.454 0.358 -5.825
C 3.213 -2.412 0.568
C 1.204 1.913 3.291
H 2.814 1.215 -0.788
B 0.895 -0.670 2.912
H -2.959 6.209 0.812
H -4.376 4.891 -0.708
C -3.526 4.432 -0.230
C -3.241 -1.429 -0.448
H 3.271 -2.263 3.877
C -4.498 -2.855 1.012
H 3.498 1.051 -3.763
C 2.577 -2.991 -2.475
C -2.731 5.170 0.632
H 0.964 4.962 -1.593
C 2.066 -2.128 -0.189
H -4.114 -1.067 -2.370
H -6.324 -3.622 0.225
H 2.858 -3.790 -4.436
Pd -0.432 -0.070 -0.053
H 1.303 1.630 -4.966
C 0.024 0.388 -3.715
N 1.763 -1.266 1.782
N -0.187 1.230 1.747
H -2.359 -0.795 -0.671
C -5.461 -3.003 0.034
H -0.669 3.222 -2.324
H 4.502 1.587 -2.426
C 2.584 0.868 -1.806
H 1.385 -0.851 3.964
H 0.728 4.053 3.080
C -5.322 -2.366 -1.187
H 3.184 2.603 -2.989
H -3.029 -3.207 3.543
C -2.165 2.506 0.172
C 2.973 -1.860 1.817
C 0.785 -3.541 -3.977
H -6.075 -2.488 -1.951
C -1.363 3.235 1.055
C -1.651 4.583 1.264
H 0.691 3.770 -0.318
H 1.833 -0.053 -4.817
C 0.964 0.598 -4.894
C -0.318 2.557 1.807
H -0.928 0.903 -3.904
N -0.496 -1.335 2.784
C -3.230 3.100 -0.474
C 0.404 3.004 -2.315
H 3.224 1.604 3.885
C -2.350 -1.960 1.826
H -4.624 -3.353 1.960
H -3.836 2.526 -1.160
*
```

Computed properties:
Frontier orbital gap (alpha / beta) in eV: 8.99 / 6.18
E in eV: -111962.3643
Energy relative to the best compared isomer or geometry (same formula, charge and spin) in eV: 0.308

Record 3
The following is a DFT calculation (the ωB97M-V functional and the def2-TZVPD basis) of a molecular structure, C36H43AsI2N8O3S2Ti in a non-equilibrium geometry.

```
! RIJCOSX wB97M-V def2-TZVPD def2/J DEFGRID3
* xyz -2 3
O -0.570 0.176 -4.251
H 1.972 -4.501 1.546
C 1.041 -3.267 -3.232
H 2.908 0.442 0.367
N 1.563 1.895 1.174
C 2.272 4.285 -3.983
C -1.322 -1.521 4.683
H -2.438 4.869 -2.735
N -0.241 1.110 -1.922
C -5.327 -1.781 1.607
H 1.804 5.234 1.795
H 2.126 1.930 4.533
H 3.803 -8.099 0.122
C 0.317 2.777 -5.235
C 1.910 3.759 3.387
H 3.315 -1.815 -1.610
H -5.712 -1.972 0.591
H -5.695 -2.564 2.276
C -2.642 0.363 5.340
C 2.229 -7.284 -1.096
H 0.678 -2.284 3.305
C 0.898 2.319 -4.061
C -2.178 1.039 4.229
H 2.319 1.674 -0.772
O 1.604 0.024 -3.114
C -1.533 3.490 0.183
C -2.012 4.170 -2.017
Ti -0.042 0.676 0.381
C 1.881 3.072 -3.442
H -3.757 0.992 -1.055
H 3.027 -2.383 0.031
H -0.464 2.185 -5.689
H -5.334 0.493 -0.415
C -2.220 -0.932 5.566
C 1.687 4.758 -5.157
H 3.623 -6.305 1.818
C -2.046 4.469 -0.666
C 0.085 -1.609 2.661
H -0.160 -3.773 0.474
C 1.992 2.358 3.542
H 2.334 2.718 -2.528
H -0.967 -2.528 4.870
H 0.635 -6.258 -2.103
H 2.955 -0.466 2.483
C 2.840 -2.601 -1.023
H 1.501 -1.338 1.230
C 1.671 3.331 0.999
H 3.272 -3.573 -1.269
C 0.714 3.987 -5.785
C 2.041 -5.285 0.800
H -2.458 5.392 -0.286
H 1.597 -4.208 -3.223
H -4.731 2.120 -0.072
H -0.633 -4.433 -1.075
H -3.109 1.273 1.318
C 1.973 -0.019 2.711
N 2.110 5.976 -5.721
H 2.452 6.629 -5.032
C -0.861 -0.853 3.563
C 1.793 4.175 2.048
S -1.964 -1.058 -0.142
H -3.324 0.850 6.024
H 1.571 3.648 -0.031
C 1.184 -5.246 -0.302
O -0.956 1.115 2.226
C 2.972 -6.300 0.953
N -3.881 -1.718 1.676
C 0.231 -4.126 -0.479
C 1.909 1.466 2.523
N -3.830 0.605 1.050
I -2.914 -1.982 7.228
As 0.920 -2.490 -1.434
H -0.499 -2.211 1.957
N -1.054 2.358 -0.314
C -0.951 2.201 -1.659
C 1.295 -6.267 -1.244
C -1.316 0.463 3.264
N -1.477 3.058 -2.539
H 1.541 -2.542 -3.866
H 1.767 -0.230 3.767
C 2.046 1.059 0.085
N 0.976 -0.763 1.878
H -1.518 3.574 1.264
C -4.433 1.075 -0.193
H 0.033 -3.423 -3.611
H -5.733 -0.828 1.945
H 2.291 -8.064 -1.846
C 3.074 -7.307 0.003
I -2.801 3.006 3.957
S 0.388 0.765 -3.345
H 0.256 4.348 -6.701
H 1.970 4.440 4.218
H 1.395 6.413 -6.282
H -3.452 -2.598 1.430
C -3.240 -0.679 0.967
H 3.034 4.875 -3.488
*
```

Computed properties:
Frontier orbital gap (alpha / beta) in eV: 2.97 / 3.00
E in eV: -177919.1962
Energy relative to the best compared isomer or geometry (same formula, charge and spin) in eV: 2.342

Record 4
The following is a DFT calculation (the ωB97M-V functional and the def2-TZVPD basis) of a molecular structure, C36H43Cl2HfN2OP3 in a non-equilibrium geometry.

```
! RIJCOSX wB97M-V def2-TZVPD def2/J DEFGRID3
* xyz 2 1
H 2.385 4.871 -0.352
H -2.234 2.783 3.114
C -3.129 -0.594 -0.442
C 1.310 -1.037 -3.858
Cl -1.314 -1.521 2.635
H 0.394 -3.794 0.953
H -1.472 -6.793 -2.554
H -0.479 6.476 -1.278
C 3.566 -3.702 -2.148
H -0.120 1.398 -2.158
C 0.035 -4.503 0.213
C 0.125 0.476 7.658
O 1.853 1.625 -1.702
C -1.438 -0.691 -4.232
H 2.297 5.577 -2.003
C 0.492 1.574 -1.290
C -0.584 -5.708 0.550
H 5.513 -4.429 -2.730
H 2.706 3.832 -1.764
P 1.143 -2.876 -1.839
H 1.534 0.361 -5.479
C 0.090 2.779 -0.492
C 3.584 -1.762 -0.680
H -3.061 3.145 0.300
H -0.902 0.688 -5.801
C -0.268 2.645 0.814
C -1.747 2.287 3.948
H -4.221 -0.642 -0.560
H 1.445 -1.145 7.066
C -0.902 1.390 7.294
H 5.538 -1.045 -0.095
N -1.941 2.449 5.266
H 2.015 1.186 -2.563
C 0.406 -1.761 -3.030
H 0.412 0.438 8.698
C 0.830 -0.173 -4.832
H -4.923 0.320 1.465
C 4.982 -1.795 -0.673
H 1.053 -0.739 4.570
C -0.534 0.010 -5.025
H -0.350 3.525 1.475
H -2.500 -0.544 -4.379
P -2.716 0.784 0.679
C 4.961 -3.701 -2.143
C -1.105 -6.540 -0.448
C 0.504 -0.197 5.353
C -0.985 -1.578 -3.249
C -4.001 0.633 1.962
H -3.702 -0.097 2.702
H 3.039 -1.006 -0.131
C -0.473 0.770 5.010
C 2.838 -2.708 -1.448
C 0.193 -4.150 -1.158
C 0.527 -0.392 0.478
C -1.048 -6.141 -1.792
H -1.498 1.996 7.950
H 0.672 3.397 -3.733
C 2.110 4.680 -1.393
H -1.561 -7.493 -0.168
C -3.257 2.227 -0.279
H -0.656 -6.002 1.595
H -2.513 3.189 5.688
N -0.859 1.317 3.782
H -0.338 5.652 0.318
H -0.226 4.946 -3.701
H -1.722 -2.096 -2.639
Hf -0.279 0.474 1.921
C 5.674 -2.759 -1.389
H 3.030 -4.458 -2.709
C 0.756 -0.366 6.702
H -0.441 -4.600 -3.182
H -4.159 1.619 2.450
H -1.696 5.247 -0.781
H -1.045 3.423 -3.248
C -0.638 5.530 -0.728
H -2.756 -1.540 -0.028
H -2.683 2.275 -1.214
H 1.471 -0.827 0.487
P 0.368 4.267 -1.480
C 0.210 0.487 -0.355
H 2.382 -1.187 -3.755
C -0.101 3.978 -3.200
H -4.329 2.161 -0.505
C -0.440 -4.948 -2.149
H 6.773 -2.788 -1.353
C -1.155 1.514 5.952
H -2.663 -0.422 -1.416
Cl 1.947 0.850 2.688
*
```

Computed properties:
Frontier orbital gap (alpha / beta) in eV: 3.46 / 3.47
E in eV: -97259.2659
Energy relative to the best compared isomer or geometry (same formula, charge and spin) in eV: 2.636